The following is a DFT calculation (wB97M-V/def2-TZVPD) of a 2-piece molecular cluster, C4H13N2OS overall.

Summary:
Orbital gap (eV): 9.75
Charge: +1

```
21
Properties=species:S:1:pos:R:3:forces:R:3
C -1.5260 -1.1437 -0.2815 0.06 0.31 -0.14
C -1.4056 0.2051 -0.9670 -0.22 -0.07 -0.45
S -1.3416 -0.0130 -2.7778 -0.05 -0.02 0.25
N -1.5394 -0.9953 1.2166 0.05 -0.15 -0.05
H -0.6777 -1.7606 -0.5482 0.16 -0.19 0.11
H -2.4325 -1.6483 -0.5925 -0.10 -0.13 0.01
H -0.5369 0.7672 -0.6381 0.06 0.00 0.18
H -2.2987 0.8082 -0.7992 0.04 0.07 0.08
H -0.2410 -0.7787 -2.7809 0.04 0.03 -0.04
H -1.2422 -1.8607 1.6732 -0.10 0.10 -0.03
H -2.4751 -0.7786 1.5533 0.01 0.13 0.06
H -0.8563 -0.2521 1.5190 0.07 -0.14 0.09
C 1.4452 1.2444 1.9178 0.12 -0.04 -0.01
N 2.4732 0.9303 1.1307 -0.35 0.05 0.23
C 2.5405 -0.3036 0.3700 0.02 0.06 0.03
O 0.4340 0.5571 2.0762 0.04 -0.08 -0.23
H 1.5662 2.1841 2.4568 0.03 0.17 0.06
H 3.2284 1.5917 1.0864 0.13 0.00 -0.03
H 2.1744 -1.1228 0.9861 0.02 -0.03 -0.04
H 3.5730 -0.4946 0.0964 0.02 -0.03 0.00
H 1.9478 -0.2302 -0.5407 -0.05 -0.05 -0.07
```
Positions in Å, forces in eV/Å.